42
Properties=species:S:1:pos:R:3:forces:R:3 method="wB97M-V/def2-TZVPD" homo_lumo_gap_ev=9.37 e_tot_ha=-1009.91186 charge=+1 de_lowest_kcal_mol=5.7
Be 0.13840 -2.16931 -0.24455 1.151 0.965 0.115
C -0.66160 0.57869 1.61645 0.030 -1.176 0.830
C 0.67240 0.06069 1.04745 -0.973 -0.400 1.943
O 0.53040 -0.70931 -0.03455 -0.948 -1.811 -2.598
H -1.25560 -0.29031 1.94045 0.349 0.001 0.278
H -1.36660 1.03569 0.94045 0.563 0.499 -0.546
H -0.53460 1.19469 2.50645 0.080 0.128 -0.023
H 1.25940 -0.52131 1.72445 -0.182 -0.545 1.852
H 1.39240 0.78669 0.88445 1.011 2.493 -0.825
O 0.30140 1.75469 -1.48255 0.863 2.202 -0.861
H 0.11640 2.48169 -0.86455 -0.304 0.146 -0.671
H 0.11340 1.01469 -0.96255 -0.432 -2.397 0.960
O -3.14260 -0.80831 -0.47055 0.758 -0.704 0.460
H -3.95660 -0.98931 -0.02655 -1.079 0.091 0.943
H -3.34560 -1.13531 -1.33755 0.168 -0.046 -1.147
O -2.89960 1.84669 -0.69955 0.318 1.346 -0.179
H -2.92060 0.95469 -0.39755 -0.117 -0.875 0.161
H -2.26660 2.29069 -0.11555 -0.375 0.160 -0.376
O 3.07440 1.27669 -1.25255 -0.425 -0.035 -1.085
H 3.29340 1.39269 -0.36055 1.150 0.306 2.136
H 2.23840 1.77269 -1.26255 -0.560 -0.300 -0.868
O -3.42960 3.19169 2.12045 -1.650 -2.293 -0.234
H -2.57260 2.91069 2.34245 1.710 -0.660 0.521
H -3.38060 4.10269 2.07045 -0.063 2.965 -0.147
O -0.61460 3.58669 0.29645 0.839 -1.042 0.628
H 0.00240 3.58269 1.03545 0.243 -0.310 0.074
H -1.02460 4.41469 0.42245 -1.078 1.687 -0.319
O -1.23660 -2.63431 0.56545 0.182 -0.603 0.030
H -1.64460 -3.50131 0.39045 0.056 0.497 0.194
H -1.89060 -1.92031 0.42545 -0.402 0.012 -0.224
O 3.62740 -2.07531 0.68845 -0.050 -1.657 0.565
H 4.51840 -2.12331 1.02245 0.484 -0.446 0.365
H 3.54740 -1.19131 0.42445 -0.494 2.056 -0.777
O -0.21960 -2.21831 -1.86655 -0.363 -1.159 -2.667
H -0.07960 -3.00931 -2.46055 -0.157 1.160 1.000
H -0.23460 -1.45931 -2.50455 0.401 -0.364 1.193
O 2.54840 -1.26631 -2.09555 0.126 -1.366 -0.520
H 3.47940 -1.37431 -2.28355 0.372 -0.378 -0.708
H 2.63540 -0.59331 -1.43955 -0.728 1.497 0.637
O 1.38940 -3.37331 0.02145 -1.313 -0.003 -0.258
H 2.18540 -2.97131 0.44645 0.351 -0.155 -0.539
H 1.61340 -3.89631 -0.77055 0.488 0.511 0.687